(1)
Below is an isolated molecule of C22H25N3O5S2, with properties calculated with wB97M-V/def2-TZVPD.

Geometry (Å):
S -3.4563 -0.3382 2.6393
S 1.5316 -0.3483 0.3650
O -2.7484 3.6026 -2.8390
O -2.6390 0.4565 3.4625
O -4.9354 -1.5685 0.0847
O -4.4706 -1.2402 3.1965
O 3.4202 1.2473 1.2097
N -4.6282 0.7604 1.8791
N 4.1942 -0.6264 0.0567
N 2.7057 -2.2292 -0.7437
C -3.6825 -1.5882 0.0743
C 0.6438 -1.4910 -0.3095
C -2.7138 1.9290 0.5360
C -4.2987 1.6451 0.6260
C 1.1077 -3.5665 -1.5776
C -3.0896 -1.8410 -1.0948
C -5.2366 1.9212 -0.2656
C 4.5138 0.7026 0.5945
C -3.2469 2.7582 -1.5787
C 6.9930 0.1230 0.3867
C -1.6142 -2.1152 -1.2418
C -2.3827 2.5306 -0.5578
C -0.8744 -1.5477 -0.3237
C 3.0150 -1.2539 -0.1806
C -1.4491 -1.0055 0.7830
C 5.7915 1.1041 0.7206
C 6.0616 1.4548 2.3538
C -2.8847 -1.1265 1.1885
C -5.7933 -1.9236 -0.6401
C 1.4423 -2.5082 -1.0758
C 5.8140 2.4589 0.0876
C -4.6758 2.6103 -1.5645
H -3.6081 3.6055 -3.2433
H 5.1656 3.2495 -0.0186
H 6.8462 2.8772 0.2194
H 6.9434 1.9843 2.2919
H 0.1478 -4.1368 -1.1503
H 5.2513 2.1880 2.6211
H -1.3245 2.8842 -0.6111
H -5.5165 -2.9029 -0.9017
H 6.0307 0.7177 2.8627
H 4.9811 -1.2333 -0.4170
H 7.9005 0.3355 0.6098
H -5.3991 2.7739 -2.2919
H -0.9556 -0.4858 1.8061
H -5.6978 -1.4305 -1.7075
H -5.5480 0.4883 1.7680
H -2.1290 1.9005 1.5559
H -6.6900 -1.7817 -0.3243
H 1.9113 -4.4705 -1.6856
H 0.8900 -3.5888 -2.4128
H 6.9101 0.0500 -0.7024
H -1.1969 -2.6393 -2.2524
H 6.7380 -0.8648 1.0681
H -3.7367 -2.3302 -2.0231
H -6.1095 1.5983 -0.2517
H 5.7811 2.2254 -1.0609

**SMILES string**: COc1ccc(-c2sc(NC(=O)C(C)(C)C)nc2C)cc1S(=O)(=O)Nc1ccc(O)cc1
**HOMO-LUMO gap**: 7.212 eV
**ΔE to the lowest compared entry with this formula, charge and spin**: 20.693 eV
**HOMO level**: -7.39 eV
**LUMO level**: -0.2 eV

(2)
Below is an isolated molecule of C22H25N3O6S, with properties calculated with wB97M-V/def2-TZVPD.

Geometry (Å):
S 1.0202 -1.7694 -0.5724
O -2.2378 5.5373 0.2327
O -1.9132 -1.1946 2.0852
O -0.0196 -2.6682 -0.9672
O 2.1764 -2.2079 -5.1818
O 0.4662 -0.4690 3.5690
O 1.7411 -2.0233 0.6388
N -0.9591 3.8181 -0.3768
N 2.2191 -1.6945 -1.7573
N 2.7936 -2.2430 -3.9701
C 1.2871 0.9141 -0.2237
C -2.0326 4.3470 0.2973
C -0.9504 2.7950 2.6190
C 0.4166 -0.0984 -0.5787
C -1.3556 1.4711 -0.8754
C 1.8108 -0.1300 3.8480
C -2.3416 1.0472 1.8011
C -0.5066 2.5000 -0.4697
C -0.8938 0.1689 -0.9195
C 0.0575 -1.6728 -6.2373
C -2.0579 2.3997 1.8860
C -1.5102 0.0718 2.3447
C 0.6849 -1.5008 -3.7156
C -2.8818 3.4119 1.1402
C -0.1270 1.8459 3.1972
C -1.8386 -3.5482 1.8697
C 1.9174 -1.8254 -3.0875
C 0.8299 2.2158 -0.1800
C 0.9162 -1.7729 -5.0329
C 2.6192 -1.4185 3.8269
C -0.3631 0.4838 3.0511
C -1.1613 -2.3344 2.4872
H -0.8769 -1.1817 -5.9849
H -0.7187 3.8438 2.7307
H -3.4353 4.0523 1.8325
H 1.4933 3.0183 0.1057
H 3.1184 -2.0639 -1.4909
H -1.7311 -3.5148 0.7888
H -2.8952 -3.5594 2.1252
H -1.5404 -0.6502 -1.1917
H 2.2339 -2.1099 4.5709
H -0.1321 -2.2652 2.1272
H -0.1541 -2.6675 -6.6270
H 3.6623 -1.2051 4.0426
H 0.7256 2.1754 3.7698
H 2.3053 0.6650 0.0290
H -2.3737 1.6970 -1.1474
H -3.6130 2.9134 0.5019
H 1.8788 0.3557 4.8327
H -0.2093 -1.1488 -3.2520
H -1.3697 -4.4544 2.2414
H 0.5700 -1.1108 -7.0155
H -0.3158 4.5309 -0.7016
H -1.1554 -2.4017 3.5813
H 2.5359 -1.8773 2.8447
H -3.2094 0.6975 1.2635
H 2.1890 0.5626 3.0847

**SMILES string**: CCOc1ccc(CC(=O)Nc2ccc(S(=O)(=O)Nc3cc(C)on3)cc2)cc1OCC
**HOMO-LUMO gap**: 8.150 eV
**ΔE to the lowest compared entry with this formula, charge and spin**: 3.767 eV
**HOMO level**: -8.07 eV
**LUMO level**: 0.1 eV

(3)
Below is an isolated molecule of C22H25N3O6S, with properties calculated with wB97M-V/def2-TZVPD.

Geometry (Å):
S -6.0102 0.4697 -0.7060
O -6.7786 1.2915 0.1904
O -6.3715 0.4576 -2.0921
O 0.8402 0.4774 -1.5022
O -8.1284 -2.2335 1.2095
O 8.8688 -1.8108 -0.9713
O 4.0653 0.8314 2.5503
N 4.1568 0.9090 0.2463
N -5.9282 -1.1295 -0.1949
N -0.2749 1.9254 -0.1364
C -1.6108 1.5565 -0.3029
C 6.1454 -0.2937 0.9987
C 3.6222 1.1470 1.4692
C -5.8940 -1.2857 1.2459
C -6.8436 -2.0540 -0.8372
C 0.8410 1.3846 -0.7063
C -7.3080 -1.2717 1.8371
C 2.3134 1.9125 1.2925
C 5.7730 0.0258 -1.3423
C 7.7345 -1.1603 -0.5883
C 5.3518 0.2164 -0.0246
C -3.3525 0.2428 -1.3046
C 2.1192 2.0756 -0.2169
C -3.9049 1.9088 0.3389
C -8.2230 -1.9928 -0.1780
C -2.0116 0.5573 -1.1904
C -2.5670 2.2310 0.4589
C 9.6985 -2.3524 0.0273
C 3.3644 1.4377 -0.8472
C 6.9425 -0.6501 -1.6157
C 7.3186 -0.9723 0.7241
C -4.2877 0.9153 -0.5417
H -2.2581 3.0079 1.1438
H 1.5194 1.3334 1.7675
H 10.0873 -1.5750 0.6929
H 2.0446 3.1306 -0.4939
H 7.2647 -0.7972 -2.6342
H 5.8449 -0.1625 2.0237
H -1.2730 0.0398 -1.7789
H -5.3015 -0.4674 1.6563
H 7.8975 -1.3494 1.5520
H 2.3958 2.8635 1.8201
H -4.6632 2.4175 0.9129
H -6.4236 -3.0607 -0.7444
H 10.5275 -2.8209 -0.5008
H -7.2885 -1.5336 2.8963
H -0.1291 2.6821 0.5187
H -8.6605 -0.9995 -0.3594
H -5.4027 -2.2390 1.4669
H 3.9481 2.1696 -1.4140
H 5.1958 0.3963 -2.1728
H 9.1737 -3.1089 0.6197
H -7.7352 -0.2677 1.7081
H 3.0527 0.6293 -1.5194
H -6.9047 -1.7697 -1.8869
H -3.6891 -0.5198 -1.9875
H -8.8833 -2.7648 -0.5764

**SMILES string**: COc1ccc(N2C[C@@H](C(=O)Nc3ccc(S(=O)(=O)N4CCOCC4)cc3)CC2=O)cc1
**HOMO-LUMO gap**: 8.317 eV
**ΔE to the lowest compared entry with this formula, charge and spin**: 2.134 eV
**HOMO level**: -8.05 eV
**LUMO level**: 0.3 eV

(4)
Below is a cluster of 2 separate species, C22H25N4O in total, with properties calculated with wB97M-V/def2-TZVPD.

Geometry (Å):
O 2.4513 0.2237 -4.5953
N 0.6795 -2.3788 1.8963
N 0.7038 -0.0028 -2.5587
N -0.0935 3.6494 0.2935
N 2.0927 0.0523 -2.3002
C 2.8672 -0.0097 -3.4654
C 0.3091 -1.2421 -3.3019
C -1.5117 -2.7324 -0.8983
C -0.0731 5.0648 -0.0159
C -0.7503 3.8388 2.6765
C -0.1154 0.1354 -0.5930
C -0.6995 -4.3688 1.2976
C -2.0737 -4.0009 -0.6939
C -0.9316 0.9939 2.5380
C 0.1108 2.6404 -0.5938
C -0.4782 -2.3238 -0.0579
C 0.2934 1.1635 -3.3976
C -1.2229 1.6852 3.7260
C -0.4018 3.1164 1.5419
C -1.1299 3.0843 3.7898
C 1.1162 -2.8349 3.2067
C -0.1047 -3.1401 1.0302
C -1.6769 -4.8075 0.3852
C -0.4620 1.7103 1.4327
C 0.8630 -1.1294 1.3758
C 0.1245 -1.0170 0.1726
C -0.1187 1.4022 0.0291
H 1.0925 -1.4563 -4.0609
H 0.0153 0.7929 -4.3971
H -0.7086 4.9256 2.6495
H -2.8450 -4.3713 -1.3884
H 1.1320 1.8574 -3.4591
H 0.6761 -2.2339 4.0162
H -0.5668 1.6634 -2.9449
H -1.8909 -2.0590 -1.6661
H -0.8135 5.3087 -0.7845
H -0.3288 5.5897 0.9076
H -0.3833 -4.9425 2.1608
H 0.4235 2.8578 -1.6060
H -2.1296 -5.7939 0.5300
H -0.6397 0.0336 -1.5423
H 1.4136 -0.3365 1.8838
H -0.6493 -1.0433 -3.7900
H 2.3931 -0.5858 -1.5615
H 0.9212 5.3711 -0.3479
H -1.0839 -0.0810 2.4801
H 3.9182 -0.2579 -3.2688
H -1.5383 1.1226 4.6098
H -1.3655 3.6081 4.7099
H 0.1954 -2.0987 -2.6173
H 2.2084 -2.7761 3.2698
H 0.7865 -3.8670 3.2972

**HOMO-LUMO gap**: 6.965 eV
**HOMO level**: -10.79 eV
**Charge**: +1
**LUMO level**: -3.8 eV

(5)
Below is a structure of composition C22H25N5O2S, with properties calculated with wB97M-V/def2-TZVPD.

Geometry (Å):
S 6.1702 -1.5124 -0.2354
O 0.6505 -3.6403 -0.0256
O -3.5100 -1.0340 0.0362
N 2.8989 -2.5319 -1.2565
N -0.2739 0.8069 0.2038
N -1.1112 -2.2092 0.4463
N 2.1805 2.1156 -0.6807
N 2.8027 -0.0772 -0.8971
C -3.5914 0.7621 -1.3608
C -1.9806 -3.2134 0.6110
C 1.1185 -1.1680 -0.4749
C -4.1727 -1.6740 1.0015
C -3.0942 -2.5147 1.6117
C 1.1178 4.3451 -0.1813
C -0.0589 4.8679 0.4408
C -0.2002 2.0893 0.0987
C 5.4141 0.7449 0.8816
C 0.7202 -0.0191 -0.2839
C 6.7571 -0.8742 1.2698
C -1.1058 4.2133 0.8430
C 2.2947 -1.3283 -0.7597
C -1.2244 2.9999 0.6729
C 5.0642 0.1438 -0.2679
C 4.1957 0.2302 -1.4751
C 0.2500 -2.6081 -0.0139
C 1.9390 0.9736 -0.9213
C 6.1567 0.4107 1.8759
C 1.0265 2.5963 -0.2112
C -4.3705 -0.1484 -0.6076
C -5.5824 -0.5173 -1.0865
H 4.8586 1.6223 0.8976
H -4.6645 -1.4044 1.8072
H -1.9206 5.0415 1.1923
H -4.6097 0.5944 0.5050
H -2.6430 1.1144 -1.0325
H 6.7150 0.7785 2.5366
H -2.1512 2.3058 1.0707
H -1.5264 -1.1670 0.2912
H -4.0669 1.7886 -1.8122
H 7.5005 -1.3571 1.6583
H 2.3925 -3.2176 -0.7909
H -6.1494 -0.9215 -0.5037
H -2.4647 -3.5796 -0.1811
H 0.1006 5.9886 0.2018
H 3.8301 -2.4859 -1.0610
H -5.2760 -1.2613 -1.9632
H -2.4515 -2.1028 2.2698
H 1.9851 4.6832 -0.2220
H 4.5143 -0.3580 -2.4421
H -3.4207 0.1417 -2.1413
H -1.3620 -3.9474 1.1606
H -4.5703 -2.5452 0.3750
H -3.4144 -3.3185 2.3494
H 4.3272 1.0858 -1.7714
H -6.0140 0.2924 -1.6479

**HOMO-LUMO gap**: 7.848 eV
**ΔE to the lowest compared entry with this formula, charge and spin**: 22.861 eV
**HOMO level**: -7.81 eV
**LUMO level**: 0.0 eV

(6)
Below is an isolated molecule of C22H25NO, with properties calculated with wB97M-V/def2-TZVPD.

Geometry (Å):
O 0.5555 -1.0606 -2.8242
N 1.1800 2.9710 -0.3557
C 2.4421 0.3977 -0.7316
C 0.3727 1.7855 -0.5753
C -2.6746 -0.9879 0.4430
C 0.4327 4.0363 0.2953
C -1.7803 -0.5073 -0.5323
C -0.5184 -1.0284 -0.7146
C 0.3832 -0.4869 -1.7757
C -0.7371 -3.6281 1.9380
C -0.3955 5.0232 -1.9538
C -0.0907 -2.1220 0.0836
C 1.1391 0.7899 -1.4438
C 3.2358 1.6634 -0.4337
C -0.9982 -2.5662 1.0560
C -2.9567 -2.7532 2.3683
C -0.7027 4.5456 -0.5656
C 1.1358 -2.8179 0.0143
C 0.4632 -4.2756 1.8527
C 2.3860 2.6359 0.3765
C -0.7893 6.0059 -0.8973
C -2.2754 -2.0163 1.2497
C -1.9332 -3.8228 2.8277
C 1.3873 -3.8558 0.8752
H 2.1491 2.1875 1.3606
H 2.3293 -4.3807 0.8041
H -3.2151 -2.0716 3.1810
H -0.0292 6.6639 -0.5042
H -2.3348 -4.8318 2.7187
H -0.5365 2.0922 -1.0929
H -1.0968 4.8041 -2.7444
H 1.4014 1.2765 -2.3887
H -1.7670 6.4606 -0.9542
H 2.2051 -0.1186 0.2026
H 4.1427 1.4187 0.1219
H 0.6369 4.9949 -2.2633
H -2.1106 0.2968 -1.1740
H -1.6615 -3.6912 3.8768
H 1.8647 -2.5426 -0.7326
H 0.0353 3.7105 1.2754
H 0.7126 -5.0991 2.5058
H 0.0889 1.3095 0.3825
H -1.6449 4.0316 -0.4187
H 2.9490 3.5564 0.5528
H -3.6521 -0.5378 0.5335
H -3.8838 -3.2116 2.0197
H 3.5223 2.1424 -1.3709
H 1.1386 4.8516 0.4761
H 3.0246 -0.2765 -1.3620

**SMILES string**: O=C(c1ccc2c3c(cccc13)CC2)[C@@H]1CCCN(CC2CC2)C1
**HOMO-LUMO gap**: 8.599 eV
**ΔE to the lowest compared entry with this formula, charge and spin**: 1.197 eV
**HOMO level**: -7.99 eV
**LUMO level**: 0.6 eV

(7)
Below is a structure of composition C22H26AsBBrF6N2O4Y, with properties calculated with wB97M-V/def2-TZVPD.

Geometry (Å):
Y -0.1396 -2.3980 -1.3452
Br -3.1071 -1.5962 -1.5196
As -0.4012 -5.5751 -1.9107
F -0.9551 -4.1647 -3.0148
F 1.0630 -4.3584 -1.6945
F -1.0621 -4.4645 -0.5542
F -1.8693 -6.5411 -2.0181
F 0.3737 -6.3398 -3.2636
F 0.3398 -6.5757 -0.6715
O 0.3849 -1.7287 1.9454
O 3.5098 1.9930 0.4644
O 1.8504 -1.6709 -1.1699
O -1.6318 -0.5891 2.0677
N 1.0420 0.5208 -0.6273
N -0.2776 -0.1009 -0.7849
C -2.8567 4.7821 -1.7395
C -1.1302 0.6827 -1.4104
C -2.0982 -0.7014 4.4383
C -2.4515 0.3090 -1.8131
C 5.2375 1.8330 -1.1619
C -4.2147 3.1092 -3.4417
C -4.4140 4.4515 -3.5200
C -3.3371 1.1523 -2.4802
C 5.8412 1.1799 -2.2311
C 1.5583 -0.7907 3.8281
C 0.0161 -2.6575 4.1818
C 4.0095 1.3255 -0.6200
C -0.9882 -0.4178 3.4425
C 3.3960 0.2073 -1.2362
C 0.1969 -1.3587 3.4439
C 2.1747 -0.4665 -0.5774
C 4.0585 -0.4312 -2.2732
C -3.6947 5.3240 -2.6945
C -3.4303 2.5505 -2.4295
C 5.2267 0.0685 -2.8131
C -0.5489 1.0174 3.5666
C -2.7576 3.4123 -1.5543
B -0.7288 -1.2432 1.2763
H 0.1140 1.2602 2.7542
H 1.2106 0.9891 -1.5144
H 3.6435 -1.3549 -2.6546
H 5.6398 2.7828 -0.8139
H -0.8225 -3.2356 3.8050
H 2.3625 -0.6820 0.4928
H -1.7694 -0.7959 5.4698
H 0.9365 -3.2480 4.0616
H -2.7837 0.1562 4.4198
H -4.7853 2.4506 -4.0887
H 2.5221 1.9323 0.4168
H 1.5911 -0.4772 4.8703
H -1.4409 1.6466 3.5425
H -3.7661 6.3954 -2.8243
H -2.6257 -1.5786 4.1078
H 1.8698 0.0844 3.2374
H -2.3419 5.4418 -1.0196
H 6.8046 1.5209 -2.6273
H 2.2269 -1.6072 3.7129
H -2.2525 3.0351 -0.6630
H -0.8003 1.7245 -1.6010
H 5.7092 -0.4355 -3.6620
H -0.0216 1.2319 4.5023
H -0.1293 -2.5525 5.2392
H -5.1634 4.8606 -4.1740
H -4.1122 0.7062 -3.0738

**Spin multiplicity**: 2
**<S²>**: 0.7723
**HOMO-LUMO gap (spin up / spin down)**: 5.863 / 5.458 eV
**HOMO level (spin up / spin down)**: -10.72 / -10.72 eV
**Charge**: +1
**LUMO level (spin up / spin down)**: -4.9 / -5.3 eV

(8)
Below is a structure of composition C22H26AsBrFeN4O2STe, with properties calculated with wB97M-V/def2-TZVPD.

Geometry (Å):
Te -0.8035 -2.5433 -1.0102
Br 5.0739 2.3174 2.1933
As 0.2115 2.5923 -2.9618
Fe 0.4861 -0.2987 0.0314
S -0.4321 1.0854 -1.5239
O -1.6609 0.6886 6.6957
O -0.7421 -1.0894 7.5008
N 2.5152 0.1788 -0.1747
N 1.1488 -1.6962 1.5651
N -1.0301 -0.3439 6.5983
N -0.5380 0.3843 1.6849
C 2.3506 -3.5020 2.5730
C -2.7880 -1.8203 -1.2115
C 1.8311 -3.1995 3.8079
C 3.2976 -0.2680 -1.1683
C 4.3998 1.2673 0.8062
C 0.9447 -2.1144 3.9345
C 1.1904 1.7666 -4.3980
C 0.6317 -1.3888 2.7831
C -1.4083 3.3586 -3.6242
C -0.4924 -0.6793 5.2415
C 0.3580 -1.7212 5.1787
C -2.0521 1.8042 2.8573
C -0.3923 -2.4384 -3.0875
C 3.0551 0.9329 0.7949
C 1.2755 3.9352 -2.0850
C 5.2140 0.7969 -0.2201
C 4.6490 0.0177 -1.2178
C -1.4105 1.3962 1.6966
C -1.7898 1.1702 4.0464
C 1.9839 -2.7232 1.4759
C -0.2821 -0.2714 2.8606
C -0.8705 0.0969 4.0801
H 1.3890 0.7279 -4.1501
H -2.7551 2.6242 2.8172
H 2.1257 2.3048 -4.5400
H 0.6645 -2.6294 -3.2541
H 2.1874 4.0951 -2.6573
H 3.0319 -4.3301 2.4364
H 0.5928 -2.2589 6.0874
H 2.8229 -0.8694 -1.9354
H 6.2696 1.0363 -0.2344
H -0.6850 -1.4632 -3.4659
H 2.4008 1.2764 1.5897
H 2.3908 -2.9444 0.4949
H 1.5163 3.6026 -1.0789
H 0.5920 1.8203 -5.3060
H -3.1903 -1.6123 -0.2237
H -1.1297 4.1196 -4.3550
H -3.3415 -2.6334 -1.6766
H -2.2802 1.4823 4.9552
H -1.5904 1.8875 0.7529
H -2.7881 -0.9303 -1.8339
H 5.2508 -0.3679 -2.0292
H -0.9843 -3.2298 -3.5430
H -1.9582 3.8138 -2.8038
H 0.7017 4.8592 -2.0419
H -2.0048 2.5860 -4.1035
H 2.0925 -3.7886 4.6786

**Spin multiplicity**: 6
**<S²>**: 8.7681
**HOMO-LUMO gap (spin up / spin down)**: 8.458 / 6.266 eV
**ΔE to the lowest compared entry with this formula, charge and spin**: 0.068 eV
**HOMO level (spin up / spin down)**: -17.38 / -17.39 eV
**Charge**: +3
**LUMO level (spin up / spin down)**: -8.9 / -11.1 eV

Number 1: maximum force 19.65 eV/A. Number 2: maximum force 1.63 eV/A. Number 3: maximum force 1.06 eV/A. Number 4: maximum force 3.00 eV/A. Number 5: maximum force 17.61 eV/A. Number 6: maximum force 0.52 eV/A. Number 7: maximum force 3.06 eV/A. Number 8: maximum force 0.67 eV/A.